[1]
{"formula": "C20H50ClN4O7", "method": "ωB97M-V/def2-TZVPD", "elements": ["N", "C", "C", "O", "Cl", "H", "H", "H", "H", "H", "C", "O", "C", "C", "N", "C", "C", "O", "C", "H", "H", "H", "H", "H", "H", "H", "H", "H", "H", "H", "H", "H", "H", "H", "C", "O", "C", "C", "N", "C", "C", "O", "C", "H", "H", "H", "H", "H", "H", "H", "H", "H", "H", "H", "H", "H", "H", "H", "C", "O", "C", "C", "N", "C", "C", "O", "C", "H", "H", "H", "H", "H", "H", "H", "H", "H", "H", "H", "H", "H", "H", "H"], "xyz": [[-1.3631, -3.3345, 2.1038], [-0.4035, -2.9815, 1.0222], [-0.9191, -1.8089, 0.2018], [-1.5853, -1.9197, -0.7777], [-0.3688, -0.2809, 0.8355], [-1.5120, -2.5524, 2.7467], [-0.9803, -4.1070, 2.6569], [-2.2710, -3.6258, 1.7333], [-0.2675, -3.8431, 0.3706], [0.5393, -2.7366, 1.4976], [-7.3173, 2.9852, -3.8270], [-6.8298, 1.6626, -3.6982], [-5.5589, 1.4455, -4.2948], [-4.5463, 1.0639, -3.2400], [-4.2727, 2.1874, -2.3552], [-3.4483, 1.8668, -1.2013], [-4.0243, 0.9089, -0.1645], [-5.1299, 1.4150, 0.5484], [-6.4007, 1.1869, -0.0391], [-8.3149, 3.0034, -3.3933], [-6.6871, 3.7090, -3.2986], [-7.3864, 3.2818, -4.8773], [-5.2300, 2.3371, -4.8353], [-5.6537, 0.6267, -5.0135], [-3.6145, 0.7638, -3.7289], [-4.9430, 0.1870, -2.7071], [-5.1522, 2.5751, -2.0372], [-3.2118, 2.8027, -0.6893], [-2.4995, 1.4519, -1.5610], [-3.2406, 0.7383, 0.5836], [-4.2715, -0.0672, -0.6043], [-6.4202, 0.2467, -0.5970], [-6.6971, 1.9975, -0.7086], [-7.1287, 1.1328, 0.7692], [5.1612, 2.4929, -4.6228], [4.2333, 2.7892, -3.5963], [2.9669, 3.2357, -4.0630], [1.8866, 2.2614, -3.6550], [2.0373, 0.9969, -4.3609], [1.1529, -0.0639, -3.9042], [1.3468, -0.5782, -2.4834], [2.5675, -1.2571, -2.2649], [3.6631, -0.4421, -1.8810], [6.1006, 2.2302, -4.1409], [4.8332, 1.6520, -5.2438], [5.3293, 3.3597, -5.2681], [2.9793, 3.3588, -5.1491], [2.7603, 4.2100, -3.6116], [0.9088, 2.6876, -3.8974], [1.9421, 2.1499, -2.5616], [2.9976, 0.6880, -4.2767], [1.2702, -0.9121, -4.5826], [0.1186, 0.2820, -4.0047], [0.5592, -1.3157, -2.2981], [1.2253, 0.2197, -1.7392], [3.3340, 0.4185, -1.2918], [4.2300, -0.0803, -2.7417], [4.3283, -1.0531, -1.2715], [5.6128, -2.3988, 5.9164], [4.4667, -1.8519, 6.5434], [4.2777, -0.4625, 6.3100], [2.9745, -0.2386, 5.5803], [3.0453, -0.7853, 4.2295], [1.7848, -0.7969, 3.5146], [0.6472, -1.6552, 4.0629], [0.7997, -3.0582, 3.8995], [1.5054, -3.7263, 4.9481], [5.6820, -3.4397, 6.2251], [5.5448, -2.3551, 4.8232], [6.5223, -1.8802, 6.2304], [5.1138, -0.0505, 5.7395], [4.2382, 0.0483, 7.2753], [2.7689, 0.8333, 5.5212], [2.1800, -0.7010, 6.1840], [3.4119, -1.7286, 4.2822], [1.9812, -1.0884, 2.4788], [1.4056, 0.2299, 3.4858], [-0.2419, -1.3887, 3.4793], [0.4129, -1.4101, 5.1031], [1.3328, -3.2379, 5.9082], [2.5777, -3.7580, 4.7519], [1.1342, -4.7482, 4.9970]], "atomic_forces_ev_per_a": [[-0.328, -0.337, -0.038], [0.356, -0.092, -0.260], [-0.241, -0.061, -0.772], [0.303, 0.047, 0.765], [-0.181, 0.214, -0.065], [0.093, 0.006, 0.057], [0.139, 0.184, 0.160], [-0.003, 0.053, -0.081], [-0.167, -0.003, 0.024], [0.056, -0.022, 0.100], [-0.034, -0.059, -0.034], [0.031, 0.096, 0.108], [-0.031, -0.069, -0.107], [-0.016, 0.045, 0.127], [-0.069, -0.120, 0.028], [-0.005, 0.137, -0.055], [0.166, -0.133, 0.070], [-0.072, -0.007, 0.002], [-0.001, 0.041, 0.073], [-0.006, -0.010, 0.010], [0.023, 0.004, -0.034], [0.001, 0.023, -0.009], [0.036, 0.026, 0.027], [-0.023, 0.018, -0.015], [0.018, -0.008, 0.007], [0.036, -0.045, -0.053], [0.001, 0.050, -0.022], [0.015, -0.002, 0.012], [0.005, -0.028, -0.005], [-0.030, -0.009, -0.002], [-0.027, 0.040, -0.051], [0.000, -0.005, -0.026], [0.012, -0.033, -0.057], [0.011, 0.000, 0.011], [0.016, 0.056, 0.042], [0.003, -0.144, -0.041], [0.003, 0.133, 0.026], [0.023, -0.127, 0.001], [0.025, 0.016, 0.166], [0.084, 0.020, -0.156], [-0.176, -0.054, 0.065], [0.042, -0.007, 0.101], [0.026, -0.082, -0.014], [0.002, -0.003, 0.014], [-0.021, 0.028, -0.025], [0.007, -0.002, -0.022], [-0.026, -0.039, -0.022], [0.029, 0.009, -0.014], [-0.018, -0.009, 0.005], [-0.048, 0.064, 0.011], [0.017, 0.003, -0.063], [-0.018, -0.013, 0.006], [-0.013, 0.008, 0.020], [-0.010, 0.003, -0.030], [0.043, 0.061, -0.056], [-0.001, 0.031, -0.009], [-0.025, 0.065, 0.011], [-0.006, -0.012, -0.004], [0.022, 0.004, 0.092], [-0.060, -0.076, -0.185], [0.061, 0.042, 0.134], [-0.046, -0.064, -0.057], [-0.138, -0.259, 0.123], [0.109, 0.091, 0.075], [-0.117, 0.209, -0.035], [-0.110, -0.152, -0.055], [0.088, -0.064, 0.020], [-0.010, -0.007, 0.010], [0.016, 0.043, 0.003], [0.019, 0.000, -0.013], [-0.021, 0.012, -0.051], [0.034, -0.015, 0.008], [-0.007, 0.007, -0.023], [-0.005, 0.074, 0.041], [0.098, 0.026, -0.016], [-0.005, -0.021, -0.004], [0.005, 0.031, -0.056], [-0.037, 0.177, 0.062], [0.088, -0.089, 0.024], [-0.004, 0.017, -0.005], [0.006, 0.068, 0.009], [-0.013, 0.000, -0.007]], "gap_ev": 6.60, "multiplicity": 1, "e_tot_ha": -1997.52558, "lumo_ev": -3.87, "total_charge": 1}


[2]
{"formula": "C3H6O2", "method": "ωB97M-V/def2-TZVPD", "elements": ["C", "C", "C", "H", "H", "H", "H", "H", "H", "O", "O"], "xyz": [[1.8194, 0.0053, 0.0084], [-0.4770, 0.4349, -0.1467], [-1.7799, -0.3587, -0.0123], [2.0492, 0.1232, 1.1945], [2.4388, -0.8543, -0.4396], [1.9605, 1.1529, -0.5029], [-2.5837, 0.3410, -0.3060], [-1.6876, -1.3550, -0.6524], [-1.9604, -0.6399, 1.1313], [0.5249, -0.4629, -0.2006], [-0.3041, 1.6134, -0.0737]], "atomic_forces_ev_per_a": [[2.267, 1.984, 0.557], [-0.467, -1.411, 1.074], [-0.150, -1.008, 0.483], [-0.530, -0.291, -2.822], [-0.372, 1.875, 0.719], [-0.126, -3.515, 1.307], [0.133, -0.804, -0.032], [-0.503, 2.275, 1.420], [0.600, 0.559, -2.491], [-0.560, -0.118, -0.030], [-0.292, 0.455, -0.185]], "gap_ev": 11.43, "multiplicity": 1, "e_tot_ha": -268.35237, "smiles": "COC(C)=O", "lumo_ev": 0.87}


[3]
{"formula": "CH14N2O6", "method": "ωB97M-V/def2-TZVPD", "elements": ["O", "H", "H", "O", "H", "H", "O", "H", "H", "O", "H", "H", "O", "H", "H", "C", "O", "N", "N", "H", "H", "H", "H"], "xyz": [[0.5830, 1.1816, 0.1520], [0.9185, 1.8560, -0.4526], [1.4889, 0.6968, 0.2267], [-1.5558, -2.6242, -0.9840], [-1.5354, -1.6315, -1.1624], [-1.9076, -3.1232, -1.8040], [-1.6060, 0.1934, -0.9486], [-0.9589, 0.7592, -0.4363], [-2.4162, 0.4298, -0.4911], [1.6521, 3.2986, -1.3949], [0.9128, 3.8259, -1.0991], [2.4467, 3.7581, -1.0220], [-1.0763, 3.2022, 0.4210], [-1.9269, 3.2560, 0.8037], [-0.5199, 2.7348, 1.1358], [1.1124, -2.0607, 1.1108], [2.2006, -1.5227, 1.3557], [-0.0975, -1.5892, 1.5703], [1.0515, -3.2363, 0.4447], [-0.0339, -0.5635, 1.6931], [-0.8319, -1.8494, 0.9347], [1.9195, -3.4928, -0.0337], [0.1804, -3.4989, -0.0198]], "atomic_forces_ev_per_a": [[3.383, -1.227, 0.411], [-0.350, 0.766, -0.431], [-2.397, 0.327, 0.378], [-0.758, -0.253, -1.952], [-0.143, -1.287, -0.059], [0.880, 1.647, 2.029], [0.206, 0.738, 0.850], [-0.028, -0.964, -0.926], [-0.495, -0.196, -0.239], [1.402, 0.345, 0.432], [-0.541, 0.388, 0.112], [-1.025, -0.648, -0.516], [2.539, -1.011, 1.157], [-1.526, 0.291, 0.572], [-1.131, 0.946, -1.768], [1.401, 0.240, 0.508], [-0.941, 0.109, -0.198], [0.325, 1.307, -0.114], [0.159, -0.902, -0.980], [-0.197, -1.045, 0.029], [-0.529, 0.007, 0.065], [-0.673, 0.184, 0.431], [0.438, 0.238, 0.211]], "gap_ev": 9.80, "multiplicity": 1, "e_tot_ha": -607.49259, "smiles": "NC(N)=O.O.O.O.O.O", "lumo_ev": 0.28}